Density functional theory data (ωB97M-V/def2-TZVPD) for a cluster of 2 separate species, C19H29O in total in a non-equilibrium geometry.

```
49
Properties=species:S:1:pos:R:3:forces:R:3:mulliken_charge:R:1
C -3.45077 -0.33787 1.39888 -0.458 0.636 -0.348 -0.504
O -2.53594 -1.34233 1.86349 1.505 0.222 0.844 -0.271
C -1.42685 -0.97352 2.43462 -0.610 -0.946 -0.396 -0.084
C -0.53159 -1.95650 2.92837 -0.042 0.063 -0.027 0.867
C 0.67631 -1.52997 3.53793 -0.198 -0.179 -0.080 -0.585
C 1.56866 -2.47105 4.02271 0.069 0.409 0.023 -0.655
C 1.29798 -3.84410 3.92315 -0.093 0.331 -0.069 1.050
C 2.27486 -4.84854 4.45004 -0.093 -0.216 -0.040 -1.373
C 0.09759 -4.25795 3.32166 -0.254 -0.177 -0.126 -0.589
C -0.81245 -3.34827 2.82886 0.023 0.300 -0.020 -0.686
H -4.29137 -0.90344 0.99610 0.108 0.258 0.067 0.263
H -3.76889 0.30510 2.22913 0.064 -0.288 -0.157 0.354
H -2.97528 0.27069 0.61836 -0.048 -0.273 0.152 0.133
H -1.22001 0.09979 2.52818 -0.049 -0.264 -0.048 0.401
H 0.85269 -0.45599 3.60215 0.210 -0.288 0.096 0.400
H 2.50253 -2.16032 4.49293 -0.278 0.019 -0.141 0.421
H 1.89489 -5.85992 4.28268 0.173 0.126 0.086 0.358
H 3.24638 -4.75257 3.95039 -0.181 0.037 0.084 0.345
H 2.44087 -4.71066 5.52528 -0.038 0.030 -0.197 0.346
H -0.10420 -5.32679 3.24969 -0.017 0.288 -0.009 0.305
H -1.74694 -3.66107 2.36348 0.296 -0.037 0.141 0.449
C 1.47462 3.45636 -3.34017 -0.023 0.006 -0.010 -1.009
C 0.67049 2.42617 -4.13805 0.210 -0.063 -0.270 -0.620
C 0.94812 0.96182 -3.73741 0.134 -0.071 -0.250 -0.668
C -0.31267 0.13575 -3.46933 0.072 0.075 -0.022 -0.945
C -1.22700 0.69709 -2.35811 -0.178 -0.178 -0.142 -0.945
C -0.51875 0.99099 -1.04877 0.372 -0.667 0.496 1.292
C 0.22391 0.04343 -0.43699 -0.604 0.417 -0.210 -1.369
C -0.66698 2.37056 -0.44939 -0.026 0.184 0.002 -1.012
C -0.20404 3.51525 -1.37811 0.092 0.131 0.187 -0.810
C 1.26872 3.38327 -1.82495 0.026 0.285 0.163 -0.666
H 2.54548 3.32277 -3.54600 -0.178 0.063 -0.036 0.336
H 1.19823 4.45889 -3.69604 0.122 -0.142 0.079 0.335
H -0.40211 2.65917 -4.07375 0.238 -0.101 -0.012 0.371
H 0.94084 2.53438 -5.19938 -0.213 0.114 0.267 0.413
H 1.49538 0.48981 -4.56879 -0.120 -0.003 0.350 0.452
H 1.61547 0.90628 -2.86485 -0.200 0.064 -0.203 0.325
H -0.89655 0.06745 -4.40074 0.079 -0.055 0.289 0.368
H -0.00892 -0.88482 -3.19915 -0.120 0.143 -0.105 0.421
H -1.74649 1.59986 -2.70918 0.146 -0.242 0.092 0.434
H -2.00866 -0.06510 -2.18273 0.162 0.351 0.014 0.336
H 0.72376 0.24591 0.51474 0.000 -0.023 -0.343 0.403
H 0.34602 -0.94924 -0.87925 0.009 0.281 0.195 0.199
H -1.72322 2.56008 -0.18803 0.203 -0.126 -0.056 0.343
H -0.08378 2.41142 0.48277 -0.138 0.012 -0.147 0.367
H -0.88433 3.59382 -2.23953 0.238 -0.043 0.229 0.454
H -0.29549 4.46482 -0.82720 -0.223 -0.340 -0.147 0.470
H 1.71059 2.45771 -1.42587 -0.161 0.193 -0.108 0.372
H 1.82891 4.21139 -1.36384 -0.008 -0.315 -0.138 0.408
```
Forces are in eV/Å.

Kohn-Sham gap ... 0.2467 Ha
Multiplicity ... 1
Total charge ... +1
F_max ... 1.74 eV/A
HOMO level ... -11.9 eV
Energy above the lowest of the compared OMol25 structures with the same formula, charge and spin ... 0.0 kcal per mole
Calculated total energy ... -22213.4677 eV
LUMO level ... -0.1910 Eh